Here is a 10-piece molecular cluster, C55H138N10O15 overall from OMol25. Energies are from the ωB97M-V functional and the def2-TZVPD basis.

Geometry as XYZ:
```
218
Properties=species:S:1:pos:R:3:forces:R:3:lowdin_charge:R:1
C 3.67969 3.61842 -1.98465 -0.04 0.27 0.05 -0.027
C 5.16539 3.22300 -1.69709 0.77 -0.64 0.73 -0.486
C 5.70580 2.38317 -2.86038 -0.76 -0.16 -1.33 -0.053
C 6.15397 4.38987 -1.53580 -1.09 0.60 -0.98 -0.164
C 5.81829 5.19361 -0.30191 0.33 0.85 0.29 -0.181
C 6.00177 4.30761 0.94864 -0.48 2.45 0.28 -0.156
C 5.09110 3.14217 0.91942 0.65 -1.31 -0.96 -0.530
C 5.50240 2.21177 2.04845 0.53 1.37 -0.37 -0.027
C 3.66589 3.56884 1.12377 -0.38 -0.32 0.36 -0.035
N 5.33212 2.39833 -0.41057 -0.66 0.99 -0.31 -0.022
O 4.28774 1.45104 -0.51959 -0.29 -1.25 0.23 -0.101
H 3.21414 4.16208 -1.13383 0.36 -0.34 -0.80 0.063
H 3.56692 4.26276 -2.89015 0.37 -0.45 0.56 0.095
H 3.08681 2.69543 -2.15677 0.39 0.55 0.11 0.061
H 5.79471 3.10851 -3.70856 -0.08 -0.65 0.36 0.088
H 6.71509 1.95960 -2.71933 -0.51 0.17 0.34 0.087
H 4.99586 1.57043 -3.20767 0.78 0.80 0.57 0.081
H 7.17528 4.00766 -1.46637 -0.07 -0.13 0.00 0.120
H 6.10514 5.03561 -2.46245 0.03 -0.60 0.88 0.135
H 6.56009 6.00323 -0.26175 -0.36 0.12 0.19 0.110
H 4.79956 5.66623 -0.39713 0.98 -0.50 0.24 0.120
H 5.79641 4.90042 1.90010 0.20 -0.62 -1.10 0.149
H 7.03304 4.01462 0.99614 0.64 -0.33 -0.01 0.112
H 4.81149 1.43222 2.06363 -1.00 -1.60 0.34 0.041
H 5.40244 2.81331 2.95078 0.11 -0.26 0.28 0.092
H 6.52278 1.86539 1.93408 0.14 -0.16 -0.03 0.094
H 3.02768 2.94151 0.53245 -0.45 -0.26 -0.26 0.051
H 3.55107 4.59390 0.80918 -0.47 0.33 0.36 0.068
H 3.36539 3.38253 2.16108 0.02 0.54 -0.07 0.101
H 4.66578 0.55250 -0.40315 0.12 0.49 -0.03 0.075
C 2.47587 1.63325 -5.36081 -0.67 0.41 -0.07 -0.101
O 1.12873 1.90466 -5.65751 -0.41 0.68 0.54 -0.198
C 0.41804 2.45869 -4.55868 -1.66 0.37 0.21 -0.179
C -0.66687 3.46698 -5.14053 1.31 -0.40 2.75 -0.434
C -0.03809 4.77744 -5.45249 1.63 0.19 -0.88 -0.079
N -1.66242 3.66177 -4.04803 -1.43 0.39 -1.29 0.041
H 2.89079 2.45127 -4.79813 0.33 0.38 0.57 0.062
H 2.97527 1.67245 -6.31585 0.47 -0.84 -0.20 0.093
H 2.51942 0.72322 -4.76090 0.62 -0.28 -0.27 0.069
H -0.12806 1.64407 -3.98434 0.58 0.79 -0.60 0.109
H 1.05366 3.03603 -3.80285 -0.47 -0.73 -1.09 0.132
H -1.07889 3.12944 -6.03499 -0.84 -1.33 -1.49 0.100
H -0.76651 5.43616 -5.89980 -0.15 0.44 -0.12 0.071
H 0.85797 4.70026 -6.15239 -1.18 -0.08 0.76 0.109
H 0.31768 5.17266 -4.51893 0.19 0.63 0.42 0.063
H -2.27175 2.83889 -4.05669 0.48 -0.47 0.35 0.025
H -2.39219 4.33464 -4.39410 1.18 -0.15 0.45 0.095
C -3.21911 -2.58431 -2.17590 -0.04 0.39 0.12 -0.095
O -2.35394 -3.70962 -1.99763 -0.78 0.37 -0.60 -0.182
C -1.44988 -3.91061 -3.06703 1.34 -0.50 1.77 -0.192
C -0.39719 -4.96074 -2.56145 -1.59 1.00 -0.85 -0.410
C 0.67254 -4.40801 -1.65018 0.89 0.34 1.01 -0.059
N 0.26456 -5.38868 -3.78174 -0.12 -0.34 -0.55 0.032
H -2.67059 -1.62053 -2.05617 -0.09 -0.56 -0.09 0.088
H -4.00216 -2.62514 -1.40388 0.31 -0.13 -0.13 0.072
H -3.73227 -2.54496 -3.16064 0.42 -0.35 0.35 0.081
H -1.87193 -4.31961 -3.98715 -0.51 0.19 0.01 0.126
H -0.91046 -3.00032 -3.25899 0.07 0.68 -0.41 0.090
H -1.07307 -5.69844 -2.15074 0.31 -0.71 0.68 0.127
H 0.43472 -3.76711 -0.80611 -1.17 0.16 -0.04 0.061
H 1.27536 -3.75840 -2.26773 0.55 0.09 -0.34 0.051
H 1.36714 -5.09573 -1.11596 -0.50 -0.31 -0.96 0.092
H -0.35469 -5.90954 -4.40955 0.21 0.19 0.42 0.087
H 1.01249 -5.99532 -3.51960 0.66 -0.53 -0.12 0.069
C 1.30595 7.09128 2.82482 -0.13 -0.87 0.51 -0.094
O 0.95546 6.18280 1.83754 2.17 0.43 -0.95 -0.171
C -0.33109 5.79913 1.72166 -3.18 -0.65 0.12 -0.252
C -0.48459 5.06669 0.36429 -1.50 0.67 -0.41 -0.411
C -0.57862 6.01899 -0.82780 -0.26 0.99 0.79 -0.052
N -1.75424 4.30821 0.42241 0.81 -0.51 1.47 0.045
H 1.21178 6.61722 3.78458 -0.13 -0.17 0.86 0.086
H 0.68455 7.94028 2.79712 -0.94 1.30 -0.01 0.074
H 2.32300 7.40846 2.73131 0.68 0.00 -0.45 0.084
H -0.65731 5.10805 2.55518 0.49 0.16 -0.54 0.129
H -1.13146 6.61138 1.81252 1.16 -0.35 -0.36 0.147
H 0.38158 4.44640 0.29761 0.82 -0.70 -0.26 0.098
H -1.42379 6.69552 -0.62438 0.28 -0.04 -0.16 0.086
H -0.71221 5.64780 -1.81808 -0.62 -1.37 -0.50 0.042
H 0.30277 6.59819 -1.01865 0.75 0.65 0.68 0.064
H -1.58804 3.64280 1.21571 -0.76 0.23 -1.30 0.050
H -1.94649 3.77472 -0.42904 0.32 0.21 0.38 0.050
C 1.14616 -0.17651 -1.97822 -2.22 -0.64 0.05 -0.044
O -0.03633 0.25493 -1.23554 0.75 -1.07 -0.94 -0.173
C 0.18854 1.50332 -0.67726 -2.00 1.22 0.80 -0.258
C 0.27361 1.42924 0.81698 1.10 -0.01 1.36 -0.386
C 1.29922 0.31586 1.20347 -1.19 -0.66 -1.03 -0.049
N -1.05417 1.24053 1.47408 0.40 -0.29 -1.41 0.072
H 0.95587 0.14531 -2.98879 0.58 0.34 -0.55 0.058
H 1.15664 -1.26905 -2.02172 0.02 0.02 0.35 0.084
H 2.03356 0.21179 -1.52909 0.72 0.26 0.11 0.061
H 1.06245 1.95118 -1.04038 1.66 0.53 -0.60 0.088
H -0.59379 2.24807 -0.93091 -0.07 -0.65 -0.16 0.115
H 0.75267 2.40944 1.15328 -0.94 -1.01 -0.17 0.137
H 0.95781 -0.69712 0.80141 0.09 1.17 0.94 0.101
H 1.41754 0.34375 2.27491 0.18 -0.41 0.38 0.070
H 2.24879 0.45546 0.70602 0.47 0.46 0.06 0.040
H -0.93972 1.15500 2.46235 0.12 0.04 0.91 0.036
H -1.43590 0.32846 1.17993 0.27 0.54 0.00 0.067
C -3.51527 4.23533 3.78021 -0.96 1.77 0.28 -0.143
O -2.98251 3.33527 4.68472 -0.35 -1.27 1.10 -0.185
C -3.60010 2.03488 4.60181 0.56 0.12 -1.30 -0.198
C -2.90274 1.06978 5.52945 -0.91 0.17 0.39 -0.235
N -1.56256 0.86736 5.15218 2.07 -0.85 -0.52 -0.050
C -0.94819 -0.36228 5.66267 0.12 0.52 0.62 -0.178
C -0.30476 -0.25989 7.06630 -0.07 0.81 -1.42 -0.204
O 0.68076 0.78644 6.98392 -0.40 -1.08 0.66 -0.185
C 1.40565 0.83835 8.20380 0.76 0.07 -1.11 -0.108
H -3.44928 5.28158 4.20435 0.34 -1.06 -0.50 0.107
H -4.59078 4.09532 3.62732 -0.12 -0.24 0.05 0.081
H -3.05647 4.18236 2.80644 0.38 0.06 -0.44 0.050
H -3.41824 1.67966 3.55105 -0.30 0.14 0.72 0.106
H -4.69340 2.04561 4.77426 0.38 0.35 0.10 0.131
H -3.33911 0.08425 5.42745 -0.82 -0.06 0.00 0.103
H -3.01971 1.38495 6.57254 -0.16 0.13 0.15 0.128
H -0.96420 1.62702 5.42082 0.16 0.50 -0.06 0.107
H -0.16326 -0.72590 4.97647 -0.23 0.25 0.20 0.122
H -1.70215 -1.13810 5.72973 -0.19 -0.17 -0.15 0.083
H 0.12727 -1.23375 7.20911 0.78 -0.54 0.38 0.096
H -0.98381 -0.10253 7.91199 -0.23 0.32 -0.22 0.126
H 2.31155 1.43348 8.02131 -0.35 -0.11 0.20 0.097
H 1.68795 -0.15216 8.53889 0.29 -0.43 -0.08 0.076
H 0.81366 1.24894 8.98223 -0.62 0.74 0.83 0.072
C -0.07540 -1.55089 -5.48280 1.21 -0.25 -0.33 -0.103
O -1.12112 -0.77868 -4.95726 0.63 -0.60 0.32 -0.211
C -2.03419 -0.19498 -5.86918 1.71 0.71 -1.66 -0.221
C -3.25759 -0.13774 -5.09350 -3.09 -0.37 0.70 -0.256
N -3.09967 0.66331 -3.90765 -0.92 0.09 0.40 -0.052
C -4.31720 0.74159 -3.05435 1.32 1.44 0.26 -0.147
C -4.02741 1.77684 -1.89621 -1.25 -0.75 -0.89 -0.208
O -5.30735 2.28894 -1.53506 0.81 0.26 1.96 -0.201
C -5.32133 2.82936 -0.18161 0.21 0.12 0.23 -0.100
H 0.83280 -0.93379 -5.70950 -0.72 -0.31 -0.02 0.090
H -0.41164 -2.06736 -6.37751 0.03 0.07 -0.47 0.085
H 0.26650 -2.39218 -4.83073 -0.55 0.91 0.11 0.073
H -2.17683 -0.79593 -6.80736 0.26 0.22 0.80 0.138
H -1.66081 0.83488 -6.19756 -0.42 -1.15 0.46 0.139
H -3.59456 -1.19272 -4.86564 0.38 0.68 -0.14 0.122
H -4.11224 0.31074 -5.61759 0.28 -0.09 -0.44 0.128
H -2.28612 0.31212 -3.43228 0.15 -0.05 0.70 0.087
H -4.65577 -0.16211 -2.57158 0.27 -0.89 0.14 0.081
H -5.19720 1.02019 -3.66956 0.69 0.47 0.24 0.127
H -3.37184 2.57774 -2.18235 0.33 0.52 -0.67 0.086
H -3.50785 1.31890 -1.04613 -0.28 -0.39 0.08 0.104
H -6.36699 2.84566 0.07655 -0.44 -0.12 0.26 0.067
H -4.99180 3.90091 -0.07024 0.21 -1.02 -0.57 0.092
H -4.77023 2.20970 0.61031 -0.52 0.57 -1.37 0.093
C -3.82499 -2.80952 4.49047 -1.50 -0.83 -0.82 -0.101
O -4.37127 -1.68950 3.86771 -0.06 0.81 -0.47 -0.191
C -3.58137 -1.23758 2.79984 -0.03 0.59 -1.28 -0.221
C -3.80336 -1.97878 1.42965 -0.87 0.46 0.55 -0.182
N -5.19560 -2.07480 0.96192 0.04 0.38 0.48 -0.055
C -5.83987 -0.78418 0.62034 -0.23 -0.92 -0.93 -0.179
C -7.25754 -1.07728 0.06711 1.68 2.20 -0.07 -0.262
O -8.05774 -1.61392 1.06121 -0.11 -0.07 0.52 -0.167
C -9.28351 -1.96626 0.49209 1.28 -0.84 -2.32 -0.114
H -2.94695 -2.58023 5.04625 0.86 0.11 0.50 0.054
H -3.61986 -3.57113 3.71562 0.11 -0.09 0.55 0.082
H -4.64522 -3.12887 5.13203 0.38 -0.50 0.27 0.101
H -2.52065 -1.32053 3.02523 0.39 -0.05 0.26 0.109
H -3.77131 -0.14629 2.69014 -0.09 -0.75 -0.10 0.102
H -3.41842 -3.00481 1.43937 0.17 0.19 0.15 0.098
H -3.24648 -1.40846 0.68106 0.18 -0.10 -0.03 0.099
H -5.73937 -2.59432 1.66269 0.11 0.53 -0.42 0.115
H -5.26489 -0.33474 -0.22275 -0.25 -0.22 0.51 0.105
H -5.88059 -0.04229 1.41401 -0.03 0.04 0.38 0.108
H -7.11119 -1.73508 -0.76340 -0.11 -0.93 -0.61 0.106
H -7.67156 -0.12128 -0.39987 0.17 -0.85 0.80 0.141
H -10.00833 -2.17348 1.20006 -1.16 -0.61 1.74 0.058
H -9.12850 -2.88325 -0.19263 -0.47 1.35 0.76 0.124
H -9.62651 -1.10081 -0.06517 -0.38 -0.02 -0.57 0.082
C 4.63701 -1.50761 1.34843 -1.53 -1.45 -0.54 -0.090
O 4.92808 -1.23836 -0.00796 -0.02 -0.23 -0.59 -0.236
C 4.56517 -2.32320 -0.86761 -0.38 -0.74 -0.31 -0.183
C 4.54036 -1.87433 -2.39284 1.17 0.50 2.66 -0.213
N 4.17738 -2.97799 -3.20668 0.22 -0.49 -0.75 -0.060
C 3.80233 -2.57800 -4.57872 0.30 -1.00 1.13 -0.169
C 3.09086 -3.74868 -5.21588 1.18 0.20 -0.59 -0.219
O 3.97416 -4.86613 -5.22113 0.51 0.40 -0.59 -0.198
C 3.84329 -5.70761 -6.36825 1.49 0.71 0.92 -0.091
H 4.91548 -2.54916 1.67621 0.20 1.03 -0.33 0.110
H 3.54469 -1.44005 1.43884 -0.03 -0.17 0.31 0.075
H 5.03107 -0.73882 1.95745 0.83 0.57 0.57 0.061
H 3.57484 -2.83970 -0.58654 0.92 1.25 -0.39 0.136
H 5.29164 -3.11220 -0.65321 0.26 -0.16 -0.45 0.113
H 5.52532 -1.31339 -2.61941 -1.32 -0.75 0.12 0.150
H 3.71119 -1.18658 -2.38634 -0.14 0.72 -0.41 0.081
H 4.93338 -3.65554 -3.26432 -0.20 0.00 0.04 0.120
H 4.66399 -2.23730 -5.11703 0.72 -0.05 -0.76 0.115
H 3.21169 -1.70506 -4.45444 -1.15 0.67 -0.15 0.083
H 2.69448 -3.56072 -6.20045 0.25 0.41 -0.76 0.117
H 2.25196 -4.01639 -4.65947 -1.53 -0.33 1.32 0.063
H 4.42220 -6.57499 -6.07183 0.08 -0.31 -0.45 0.086
H 4.23946 -5.27213 -7.32064 -0.38 -0.14 0.76 0.104
H 2.82710 -5.96455 -6.41509 -1.51 -0.59 -0.71 0.062
C -2.58262 -6.29629 1.43165 -1.12 -1.61 2.11 -0.112
O -1.27641 -6.42748 1.97411 -0.81 0.63 -0.81 -0.174
C -0.76839 -5.10851 1.92960 1.58 -0.67 0.35 -0.216
C 0.72101 -5.13749 2.37408 -1.12 1.47 0.40 -0.179
N 0.88639 -4.75776 3.74574 0.00 0.68 1.76 -0.083
C 0.32013 -5.59432 4.77259 1.60 -1.72 0.55 -0.208
C 0.55973 -5.04881 6.20513 -1.75 0.66 -0.17 -0.224
O 1.92968 -4.92134 6.45783 0.52 0.26 -1.21 -0.197
C 2.39514 -4.58983 7.73421 0.12 -2.31 0.72 -0.110
H -3.05368 -7.29044 1.52126 0.26 0.29 -0.61 0.097
H -2.58764 -5.88884 0.45043 0.06 0.16 -1.07 0.068
H -3.25890 -5.67018 2.06781 0.67 0.04 -0.24 0.087
H -1.41900 -4.52722 2.55942 0.14 0.77 0.79 0.098
H -0.90244 -4.67654 0.94186 0.28 -0.09 -0.49 0.097
H 1.26183 -4.32656 1.92148 0.19 0.15 -1.13 0.103
H 1.19651 -6.06566 2.14228 0.08 -1.01 -0.49 0.111
H 1.85022 -4.55674 3.98202 -0.03 -0.03 -0.19 0.109
H 0.71905 -6.65401 4.71032 -0.01 0.73 0.20 0.134
H -0.70765 -5.74467 4.55219 -1.23 0.22 0.21 0.095
H 0.12137 -5.66599 6.99943 -0.11 -0.48 -0.35 0.116
H -0.09207 -4.10798 6.25240 1.39 -0.36 0.12 0.128
H 1.96956 -3.68858 8.08794 -0.34 1.18 0.45 0.060
H 3.49350 -4.55847 7.70334 -0.41 0.32 -0.21 0.093
H 2.17013 -5.41906 8.48606 -0.05 0.87 -0.76 0.106
```
Positions in Å, forces in eV/Å.

Computed properties:
F_max: 3.2 eV/A
Gap between HOMO and LUMO: 9.073 eV
Relative energy (zero: lowest compared OMol25 entry of this formula, charge and spin): 0.0 kcal/mol
DFT total energy: -3854.043780 a.u.